{
  "formula": "C53H48N5O4S2Y",
  "method": "ωB97M-V/def2-TZVPD",
  "energy_ha": -3458.10405,
  "e_above_lowest_kcal_mol": 9.0,
  "gap_ev": 8.17,
  "symbols": ["Y", "O", "C", "C", "C", "C", "C", "C", "C", "C", "C", "O", "C", "C", "C", "C", "C", "C", "C", "C", "C", "C", "C", "C", "N", "C", "C", "C", "C", "C", "C", "C", "C", "C", "C", "C", "C", "H", "H", "H", "H", "H", "H", "H", "H", "H", "H", "H", "H", "H", "H", "H", "H", "H", "H", "H", "H", "H", "H", "H", "H", "H", "H", "H", "C", "C", "C", "C", "C", "C", "C", "S", "O", "O", "N", "C", "C", "C", "C", "C", "C", "C", "C", "N", "C", "H", "H", "H", "H", "H", "H", "H", "H", "H", "H", "H", "H", "H", "S", "C", "N", "C", "C", "C", "N", "H", "H", "H", "H", "H", "H", "H", "H"],
  "xyz": [[0.645, 0.449, 0.157], [-1.250, -0.546, 0.716], [-2.624, -0.577, 0.410], [-2.896, 0.455, -0.707], [-2.297, -0.021, -2.022], [-3.057, -0.525, -3.061], [-2.426, -1.196, -4.101], [-1.018, -1.263, -4.143], [-0.324, -0.582, -3.117], [1.224, -0.633, -3.194], [1.907, -1.591, -2.146], [1.599, -1.055, -0.926], [3.428, -1.699, -2.403], [3.977, -2.269, -3.561], [5.368, -2.321, -3.791], [6.282, -1.771, -2.920], [5.750, -1.175, -1.769], [4.359, -1.116, -1.521], [1.428, -3.050, -2.257], [1.119, -3.675, -3.480], [0.812, -5.008, -3.571], [0.882, -5.785, -2.397], [1.083, -5.193, -1.147], [1.324, -3.831, -1.113], [-0.965, 0.007, -2.097], [-3.041, -1.972, -0.233], [-4.343, -2.321, -0.538], [-4.639, -3.491, -1.241], [-3.611, -4.292, -1.727], [-2.284, -3.977, -1.346], [-2.022, -2.807, -0.662], [-3.493, -0.311, 1.695], [-4.777, 0.186, 1.660], [-5.489, 0.456, 2.798], [-4.934, 0.249, 4.080], [-3.645, -0.348, 4.081], [-2.912, -0.619, 2.913], [-3.967, 0.561, -0.897], [-2.419, 1.338, -0.393], [-4.129, -0.380, -3.003], [-2.924, -1.783, -4.874], [-0.537, -1.833, -4.911], [1.507, -0.867, -4.224], [1.671, 0.290, -2.904], [3.377, -2.834, -4.275], [5.808, -2.800, -4.648], [7.342, -1.811, -3.086], [6.381, -0.778, -0.975], [3.958, -0.627, -0.617], [1.216, -3.111, -4.351], [0.680, -5.538, -4.494], [0.843, -6.861, -2.463], [0.970, -5.771, -0.220], [1.559, -3.273, -0.208], [-5.162, -1.758, -0.119], [-5.659, -3.775, -1.344], [-3.828, -5.174, -2.280], [-1.457, -4.546, -1.720], [-1.074, -2.468, -0.522], [-5.231, 0.369, 0.699], [-6.492, 0.849, 2.692], [-5.370, 0.616, 4.974], [-3.311, -0.478, 5.090], [-1.885, -0.958, 2.979], [0.094, 8.485, -0.711], [0.757, 7.139, -0.851], [-0.020, 6.012, -1.056], [0.522, 4.724, -1.060], [1.843, 4.546, -0.732], [2.639, 5.653, -0.621], [2.132, 6.949, -0.674], [2.542, 2.915, -0.456], [1.916, 1.898, -1.368], [3.941, 3.015, -0.552], [1.970, 2.464, 0.910], [1.752, 3.368, 1.937], [2.637, 4.393, 2.327], [2.233, 5.260, 3.399], [0.980, 5.194, 3.943], [0.050, 4.299, 3.401], [-1.304, 4.218, 3.827], [-2.113, 3.308, 3.257], [-1.630, 2.450, 2.249], [-0.396, 2.460, 1.843], [0.443, 3.343, 2.413], [0.634, 9.197, -0.054], [-0.875, 8.407, -0.230], [-0.128, 8.867, -1.729], [-1.098, 6.075, -1.184], [-0.085, 3.815, -1.313], [3.700, 5.494, -0.392], [2.808, 7.749, -0.546], [3.623, 4.450, 1.945], [3.021, 5.966, 3.776], [0.629, 5.848, 4.723], [-1.589, 4.878, 4.645], [-3.144, 3.248, 3.446], [-2.421, 1.800, 1.908], [1.429, -0.239, 2.842], [1.039, -1.926, 2.911], [-0.006, -2.418, 2.272], [-0.332, -3.839, 2.202], [0.971, -4.641, 2.420], [1.678, -4.164, 3.677], [1.875, -2.704, 3.582], [-0.652, -1.827, 1.705], [-0.765, -4.076, 1.215], [-1.128, -4.092, 2.893], [1.649, -4.410, 1.661], [0.832, -5.733, 2.473], [2.648, -4.544, 3.757], [1.137, -4.426, 4.599], [2.554, -2.226, 4.152]],
  "forces_ev_per_a": [[-0.2098, 0.4861, 0.0907], [-1.0991, 0.0150, -0.0917], [-0.2140, -1.0216, -0.0236], [-0.5225, -1.3965, -1.1141], [0.4379, 0.4405, 0.1945], [-0.3684, -0.0540, -0.1136], [1.2616, -0.5571, -0.3359], [-1.5469, 1.0755, 1.6007], [1.0284, -0.9930, -0.9947], [-0.6327, -0.7906, 0.2263], [-0.4875, -0.6805, -0.6107], [0.2147, -0.2125, 0.7146], [1.1652, 1.0796, -0.4001], [0.6160, -0.7591, -0.1292], [-0.4050, 0.1422, -0.0159], [-1.1254, 0.5989, 1.3287], [-0.6954, 0.0623, 0.6022], [-0.0553, -0.1895, -0.0842], [-0.8100, -0.7460, -0.3779], [0.2260, 0.3751, 1.1730], [0.7415, -1.1689, 1.6053], [-0.0817, 0.1381, 0.0065], [-0.4460, -0.0894, -0.4677], [0.5799, 0.9794, 0.4168], [1.2537, 0.0031, 0.2910], [0.4855, 0.7750, 0.4182], [-0.3264, -0.4347, 0.5785], [0.9263, 0.3578, 0.1430], [0.8656, 0.6953, 1.3757], [-1.1859, 0.2252, -1.0693], [-2.3656, -0.5636, -0.2953], [1.5167, -0.6928, -0.9769], [-0.0294, -0.1348, -0.7143], [-0.5381, 0.3168, 1.5715], [1.6481, -0.6888, -2.8482], [-1.2746, 0.8889, 0.2356], [-0.7157, 0.3751, 1.2582], [0.0879, 0.3360, 0.3075], [0.2770, 1.5259, 0.2733], [-0.0096, -0.3982, -0.1234], [-0.4250, 0.5396, 0.2594], [0.3082, 0.0136, -0.1614], [0.0117, 0.0257, 0.1078], [0.1226, 1.0106, -0.1655], [-0.0833, 0.3983, 0.1690], [-0.4587, -0.2585, -0.4694], [0.2145, -0.0478, -0.0841], [0.0994, 0.0582, -0.3606], [0.4353, -0.2871, -0.5092], [-0.0857, 0.8345, -1.3989], [-0.1554, 0.1747, -0.4454], [-0.3786, -0.1373, -0.0476], [0.3597, 0.1547, -0.4795], [-0.2371, -0.3553, 0.1817], [-0.1731, 0.2102, -0.0943], [-0.6394, -0.1390, -0.3623], [-0.0850, -0.5814, -0.3874], [0.2682, -0.3860, -0.0690], [2.8079, 0.5858, 0.4558], [-0.1853, 0.1455, -0.0703], [-0.0271, 0.1262, 0.0704], [-0.5375, -0.0815, 0.6383], [0.9963, -0.4135, 0.1847], [-0.2265, 0.0099, 0.0168], [-0.0860, 0.3795, -0.3252], [0.3322, 0.1746, 0.8012], [-0.4172, -1.1162, -0.2392], [-1.1803, -0.8281, -0.1624], [0.2166, -0.6732, -0.8688], [1.4776, 0.6819, 0.6642], [-0.9065, -1.2938, -0.2619], [-2.2017, -0.8314, -0.6298], [0.1090, 0.9699, 0.3273], [2.1542, 0.4927, -0.3572], [0.0583, -0.6834, 0.4115], [1.7620, 1.2549, -0.8414], [-2.1836, -0.8486, 1.5980], [1.4914, 0.1457, -0.4518], [0.1594, 0.2213, -0.4077], [-0.5460, -1.4405, -0.3202], [1.1622, 0.7295, 0.6589], [0.2570, 0.0106, -0.6098], [-0.6890, 0.7153, 0.9470], [-0.8686, -1.1500, -0.7264], [-0.3168, 1.3627, 1.2595], [0.0994, -0.3347, -0.8643], [-0.2620, -0.3705, 0.0444], [0.3852, 0.3014, 0.6341], [0.1250, 0.2861, -0.1030], [0.3724, 1.0730, 0.4292], [-0.4069, 0.1609, -0.2451], [0.4880, 0.9386, 0.1616], [0.7273, -0.0299, -0.4165], [-1.0727, -0.6154, -0.3110], [0.1922, 0.2211, 0.2306], [-0.3259, -0.0616, -0.2397], [-1.1505, -0.0804, 0.6215], [0.6354, -0.4964, -0.7953], [-0.1842, -0.1957, -0.1331], [-0.0127, 1.4640, -0.6565], [-0.7521, -0.9280, -0.3489], [0.7453, -0.7620, -0.4417], [-1.1700, -0.2427, 1.5857], [-1.2013, 1.1800, 0.5475], [-0.5193, -1.1056, 0.3551], [0.7513, 0.5451, 0.2086], [0.3956, 0.3191, 0.2482], [0.0261, -0.0834, 0.5352], [0.8830, 0.1472, -1.6681], [-0.1667, 0.4594, -0.1045], [1.4431, -0.9955, 0.0455], [-0.0249, 0.0994, -0.2191], [0.0827, -0.0875, -0.1704]],
  "lowdin_charge": [1.432, -0.375, -0.407, -0.043, -0.262, -0.022, -0.030, -0.004, -0.197, -0.024, -0.465, -0.329, -0.118, -0.022, -0.093, -0.101, -0.071, -0.004, -0.120, -0.060, -0.067, -0.094, -0.084, -0.041, 0.136, -0.121, -0.039, -0.074, -0.061, -0.035, -0.051, -0.162, -0.074, -0.082, -0.064, -0.057, -0.017, 0.115, 0.096, 0.116, 0.112, 0.097, 0.117, 0.085, 0.101, 0.093, 0.094, 0.098, 0.113, 0.076, 0.099, 0.094, 0.100, 0.105, 0.101, 0.092, 0.088, 0.078, 0.062, 0.101, 0.100, 0.085, 0.090, 0.096, -0.053, -0.268, -0.038, -0.048, -0.286, -0.068, -0.014, 0.581, -0.423, -0.266, -0.235, -0.284, 0.006, -0.061, -0.058, -0.143, -0.004, -0.041, -0.107, 0.084, -0.191, 0.088, 0.069, 0.092, 0.116, 0.129, 0.119, 0.101, 0.097, 0.119, 0.105, 0.120, 0.092, 0.089, 0.615, -0.798, 0.029, -0.130, -0.149, -0.149, 0.016, 0.070, 0.105, 0.121, 0.075, 0.129, 0.100, 0.126, 0.120]
}